Record 1
A cluster of 5 separate species, C20H35N5 in total. Source: the Open Molecules 2025 dataset; level of theory: ωB97M-V/def2-TZVPD.

Bonds (Å) are listed after each position.
Atoms and positions in Å:
1 C 4.396 0.700 0.524  C2 1.508, H6 1.090, H7 1.090, H8 1.090
2 C 3.379 0.598 -0.584  C1 1.508, C3 1.624, H9 1.090, H10 1.090
3 C 3.138 -0.821 -1.339  C2 1.624, C4 1.473, H11 1.090, H12 1.090
4 C 4.279 -1.319 -2.127  C3 1.473, N5 1.175
5 N 5.188 -1.735 -2.744  C4 1.175
6 H 4.160 0.157 1.439  C1 1.090
7 H 4.289 1.754 0.781  C1 1.090
8 H 5.426 0.524 0.214  C1 1.090
9 H 3.601 1.311 -1.378  C2 1.090
10 H 2.444 0.927 -0.131  C2 1.090
11 H 2.306 -0.815 -2.043  C3 1.090
12 H 2.863 -1.675 -0.721  C3 1.090
13 C -2.805 1.761 2.217  C14 1.529, H18 1.090, H19 1.090, H20 1.090
14 C -1.817 2.041 1.083  C13 1.529, C15 1.536, H21 1.090, H22 1.090
15 C -0.555 1.181 1.247  C14 1.536, C16 1.458, H23 1.090, H24 1.090
16 C -0.708 -0.247 0.995  C15 1.458, N17 1.149
17 N -0.790 -1.382 0.837  C16 1.149
18 H -2.305 1.542 3.160  C13 1.090
19 H -3.368 0.851 2.010  C13 1.090
20 H -3.518 2.554 2.442  C13 1.090
21 H -1.583 3.105 1.061  C14 1.090
22 H -2.277 1.596 0.201  C14 1.090
23 H -0.189 1.303 2.266  C15 1.090
24 H 0.176 1.608 0.561  C15 1.090
25 C -6.431 -0.273 0.123  C26 1.497, H30 1.090, H31 1.090, H32 1.090
26 C -5.002 -0.708 0.017  C25 1.497, C27 1.517, H33 1.090, H34 1.090
27 C -4.863 -1.897 -0.914  C26 1.517, C28 1.473, H35 1.090, H36 1.090
28 C -5.507 -1.721 -2.228  C27 1.473, N29 1.131
29 N -6.068 -1.524 -3.190  C28 1.131
30 H -6.797 -0.127 -0.893  C25 1.090
31 H -6.643 0.691 0.584  C25 1.090
32 H -7.052 -1.024 0.613  C25 1.090
33 H -4.672 -1.085 0.985  C26 1.090
34 H -4.360 0.118 -0.288  C26 1.090
35 H -5.394 -2.728 -0.451  C27 1.090
36 H -3.816 -2.181 -1.018  C27 1.090
37 C 0.846 2.027 -3.850  C38 1.553, H42 1.090, H43 1.090, H44 1.090
38 C 0.400 2.640 -2.495  C37 1.553, C39 1.568, H45 1.090, H46 1.090
39 C -1.149 2.847 -2.365  C38 1.568, C40 1.493, H47 1.090, H48 1.090
40 C -2.031 1.733 -2.823  C39 1.493, N41 1.152
41 N -2.713 0.888 -3.206  C40 1.152
42 H 0.063 1.354 -4.198  C37 1.090
43 H 1.692 1.382 -3.612  C37 1.090
44 H 1.125 2.778 -4.588  C37 1.090
45 H 0.836 3.631 -2.363  C38 1.090
46 H 0.667 2.018 -1.640  C38 1.090
47 H -1.506 3.731 -2.895  C39 1.090
48 H -1.455 2.959 -1.325  C39 1.090
49 C 4.860 -3.655 2.630  C50 1.494, H54 1.090, H55 1.090, H56 1.090
50 C 4.145 -2.365 2.396  C49 1.494, C51 1.534, H57 1.090, H58 1.090
51 C 2.646 -2.444 2.711  C50 1.534, C52 1.487, H59 1.090, H60 1.090
52 C 2.190 -1.061 3.008  C51 1.487, N53 1.180
53 N 1.772 0.011 3.273  C52 1.180
54 H 5.885 -3.686 2.261  C49 1.090
55 H 4.271 -4.495 2.261  C49 1.090
56 H 4.800 -3.911 3.688  C49 1.090
57 H 4.363 -1.949 1.412  C50 1.090
58 H 4.623 -1.568 2.966  C50 1.090
59 H 2.352 -3.004 3.598  C51 1.090
60 H 2.190 -2.923 1.844  C51 1.090

Properties
total charge	+1
HOMO-LUMO gap (alpha / beta)	0.3659 / 0.0656	Eh
multiplicity	2

---

Record 2
A cluster of 9 separate species, C20H36F4O17 in total. Source: the Open Molecules 2025 dataset; level of theory: ωB97M-V/def2-TZVPD.

Bonds (Å) are listed after each position.
Atoms and positions in Å:
1 O -9.369 3.166 10.692  C2 1.179
2 C -10.242 3.572 11.372  O1 1.179, O3 1.363, O7 1.360
3 O -10.080 4.501 12.357  C2 1.363, C4 1.416
4 C -11.272 4.562 13.119  O3 1.416, C5 1.521, H8 1.091, H9 1.086
5 C -12.306 3.971 12.173  C4 1.521, F6 1.385, O7 1.395, H10 1.084
6 F -12.878 4.975 11.410  C5 1.385
7 O -11.545 3.188 11.303  C2 1.360, C5 1.395
8 H -11.167 3.953 14.018  C4 1.091
9 H -11.529 5.584 13.383  C4 1.086
10 H -13.111 3.407 12.630  C5 1.084
11 O -13.662 9.066 16.443  C12 1.179
12 C -12.611 8.535 16.398  O11 1.179, O13 1.348, O17 1.385
13 O -11.867 8.149 17.453  C12 1.348, C14 1.434
14 C -10.569 7.784 16.963  O13 1.434, C15 1.509, H18 1.094, H19 1.085
15 C -10.902 7.341 15.559  C14 1.509, F16 1.385, O17 1.398, H20 1.085
16 F -11.389 6.045 15.537  C15 1.385
17 O -11.945 8.212 15.227  C12 1.385, C15 1.398
18 H -9.916 8.660 16.924  C14 1.094
19 H -10.075 7.086 17.631  C14 1.085
20 H -10.102 7.390 14.827  C15 1.085
21 O -11.644 11.918 17.809  C22 1.180
22 C -11.436 11.803 16.654  O21 1.180, O23 1.344, O27 1.384
23 O -12.292 12.080 15.656  C22 1.344, C24 1.437
24 C -11.691 11.584 14.448  O23 1.437, C25 1.507, H28 1.094, H29 1.083
25 C -10.221 11.591 14.777  C24 1.507, F26 1.374, O27 1.392, H30 1.088
26 F -9.631 12.819 14.603  C25 1.374
27 O -10.259 11.292 16.135  C22 1.384, C25 1.392
28 H -11.958 10.525 14.372  C24 1.094
29 H -12.055 12.156 13.603  C24 1.083
30 H -9.708 10.864 14.151  C25 1.088
31 O -7.432 7.964 16.147  C32 1.183
32 C -6.970 8.649 15.300  O31 1.183, O33 1.347, O37 1.365
33 O -5.653 8.893 15.163  C32 1.347, C34 1.434
34 C -5.418 9.740 14.030  O33 1.434, C35 1.542, H38 1.086, H39 1.087
35 C -6.838 10.127 13.571  C34 1.542, F36 1.351, O37 1.408, H40 1.089
36 F -6.993 9.778 12.274  C35 1.351
37 O -7.692 9.349 14.376  C32 1.365, C35 1.408
38 H -4.866 10.618 14.351  C34 1.086
39 H -4.902 9.155 13.273  C34 1.087
40 H -7.067 11.179 13.733  C35 1.089
41 C -8.722 6.888 8.293  C42 1.532, C45 1.535, H46 1.090, H47 1.095
42 C -7.194 6.817 8.216  C41 1.532, C43 1.518, H48 1.088, H49 1.100
43 C -6.933 5.398 7.746  C42 1.518, O44 1.430, H50 1.098, H51 1.089
44 O -7.995 5.150 6.822  C43 1.430, C45 1.429
45 C -9.165 5.847 7.255  C41 1.535, O44 1.429, H52 1.095, H53 1.088
46 H -8.981 7.944 8.213  C41 1.090
47 H -9.080 6.560 9.275  C41 1.095
48 H -6.546 7.165 9.019  C42 1.088
49 H -6.931 7.443 7.350  C42 1.100
50 H -6.984 4.653 8.551  C43 1.098
51 H -6.000 5.309 7.190  C43 1.089
52 H -9.821 5.126 7.752  C45 1.095
53 H -9.662 6.229 6.366  C45 1.088
54 C -5.987 6.454 12.089  O55 1.433, H56 1.097, H57 1.089, H58 1.086
55 O -5.234 7.381 11.299  C54 1.433, H59 0.960
56 H -5.648 6.476 13.132  C54 1.097
57 H -7.006 6.838 12.099  C54 1.089
58 H -5.892 5.441 11.709  C54 1.086
59 H -4.552 6.902 10.821  O55 0.960
60 C -9.857 7.990 11.961  O61 1.410, H62 1.095, H63 1.090, H64 1.093
61 O -10.625 9.102 12.365  C60 1.410, H65 0.966
62 H -9.442 8.114 10.956  C60 1.095
63 H -8.985 7.913 12.610  C60 1.090
64 H -10.449 7.073 12.036  C60 1.093
65 H -11.321 9.248 11.711  O61 0.966
66 C -12.404 7.661 9.566  O67 1.439, H68 1.093, H69 1.087, H70 1.086
67 O -12.292 9.041 9.960  C66 1.439, H71 0.968
68 H -13.148 7.552 8.773  C66 1.093
69 H -11.459 7.351 9.125  C66 1.087
70 H -12.679 7.085 10.445  C66 1.086
71 H -13.184 9.416 9.965  O67 0.968
72 C -14.162 10.803 11.837  O73 1.430, H74 1.093, H75 1.096, H76 1.084
73 O -14.679 10.420 10.560  C72 1.430, H77 0.960
74 H -14.401 11.848 12.053  C72 1.093
75 H -14.633 10.218 12.635  C72 1.096
76 H -13.092 10.642 11.882  C72 1.084
77 H -15.537 10.837 10.456  O73 0.960

Properties
HOMO-LUMO gap	0.3639	Eh
SMILES	O=C1OC[C@@H](F)O1.O=C1OC[C@@H](F)O1.O=C1OC[C@@H](F)O1.O=C1OC[C@@H](F)O1.C1CCOC1.CO.CO.CO.CO